No. 1
C38H36ClN4O5 | wB97M-V/def2-TZVPD

Element x y z (Å)
H 0.337 2.226 -0.928
H -1.817 5.011 -4.394
C -0.659 6.461 1.603
C -1.871 8.043 -0.340
C -5.836 -3.889 2.408
H 5.757 -1.025 -0.417
H -0.999 2.739 -4.976
C -1.452 6.758 -0.658
H -2.341 8.642 -1.107
C -1.866 -3.557 0.820
C -0.268 2.335 -2.995
H 2.680 -2.632 -2.034
C -1.036 -2.774 2.942
C 5.354 -2.947 -1.329
H -0.606 -0.766 -0.419
H 6.680 -1.322 -1.870
H -0.215 -2.431 3.557
C 3.439 1.708 0.399
C 3.510 -5.145 0.976
H -7.261 -3.773 3.990
C -8.150 -4.478 2.159
C 2.411 -0.595 -1.354
O 0.172 3.888 0.837
C -0.569 4.095 -1.390
H -0.188 5.831 2.344
C -0.818 -3.128 1.613
H 4.280 -1.193 -3.065
H 5.486 -3.402 0.772
C -1.081 7.743 1.913
C -4.737 -3.390 3.281
C 5.696 -1.451 -1.420
O -4.925 -3.072 4.433
C -1.181 4.880 -2.363
H 4.666 1.739 -1.380
H 2.483 -5.463 0.787
H 0.186 -3.077 1.208
H -6.475 -4.899 -0.761
H -2.011 9.535 1.187
H 2.940 2.015 -1.647
H 2.371 1.774 0.593
H 0.343 -2.931 -1.402
C -6.665 -4.658 0.276
H 3.514 -4.447 1.818
N 2.117 -1.874 -1.682
C -5.614 -4.209 1.065
H -9.139 -4.587 2.584
H 5.184 2.984 0.577
C -0.842 5.963 0.318
H 3.983 3.195 1.860
H 6.236 -3.569 -1.476
H 4.690 -3.230 -2.155
C 0.400 -0.896 -0.792
C 4.116 3.003 0.798
O 4.032 -4.548 -0.204
H -0.940 8.129 2.913
N 0.816 -2.048 -1.288
H 4.007 -2.560 0.343
C -1.670 6.257 -2.046
C 4.711 -3.327 -0.001
H 5.230 0.221 -2.719
C -3.368 -3.295 2.680
H -2.510 -2.600 4.504
N 3.571 0.017 -1.532
H 0.090 1.344 -3.247
H -1.728 -3.851 -0.214
C -3.148 -3.636 1.348
H -8.748 -5.142 0.208
C -2.311 -2.863 3.474
Cl 4.034 0.362 1.420
C 4.705 -0.605 -2.243
C -0.369 4.589 0.005
O -4.051 -4.332 -0.710
C -1.337 4.386 -3.654
H 3.660 3.831 0.248
C -7.107 -4.026 2.951
C -1.685 8.533 0.942
N 1.345 0.022 -0.811
H 4.102 -6.022 1.242
C -0.121 2.819 -1.707
C -0.878 3.119 -3.970
O -2.216 6.931 -2.888
C -4.264 -4.085 0.458
C -7.930 -4.792 0.823
C 3.666 1.414 -1.091

Values from the calculation:
Strongest force on any atom (eV Å⁻¹): 0.93
Charge: +1
Orbital gap (eV): 8.6
Spin multiplicity: 1
Electronic energy (eV): -68705.2240

Atom charges from the Löwdin analysis, given in e for atoms 1 to 4:
1. H 0.079
2. H 0.125
3. C 0.000
4. C 0.005

---

No. 2
C38H36GdN2O4PS | wB97M-V/def2-TZVPD

Element x y z (Å)
H 4.868 0.166 3.065
C -4.248 -0.276 4.667
C 4.046 -3.681 3.468
C -1.212 3.645 -4.458
H 1.599 -1.569 -2.808
H 5.122 -3.796 3.538
C -1.581 -0.915 4.291
H 2.514 -1.177 4.534
H -5.297 -0.042 4.810
H -3.303 2.522 -0.296
C -2.293 2.226 -0.614
C 1.998 0.596 3.451
C -1.866 2.710 -1.893
H 2.135 1.676 3.477
H -3.165 -3.734 -0.955
H 3.697 -4.262 5.508
H 6.210 1.193 1.081
C 3.928 -4.411 -1.898
H -3.801 3.521 -2.300
H 0.735 2.845 -4.086
O 2.185 0.945 0.879
C -3.595 0.158 3.536
P 1.346 -2.476 0.617
C 2.630 -2.837 -0.583
H 4.078 -3.099 1.403
H 0.943 0.375 3.289
C 0.043 -4.989 0.775
C -0.026 -3.664 0.378
C 4.516 -3.337 -2.609
C -2.259 -4.089 -0.477
H 0.927 -5.343 1.292
H -2.996 -6.075 -0.228
C 2.539 -0.101 4.681
H 4.654 -1.250 -2.917
H 1.245 -3.985 5.338
H -0.928 -6.905 0.856
C 4.445 0.731 2.236
C -1.547 0.279 2.097
H 1.931 0.139 5.553
C 3.161 -1.629 -1.336
C 4.208 -2.053 -2.336
C -1.010 -5.866 0.555
H 5.249 -3.564 -3.384
C 2.972 -4.129 -0.935
H -0.962 3.996 -5.454
O -0.367 -0.161 1.855
C -1.381 -1.780 -0.437
H -0.546 -1.174 4.121
C -2.247 -0.153 3.324
C -0.263 3.003 -3.699
H -4.095 -1.368 6.516
C 2.013 -0.875 -2.047
C 3.250 -3.946 4.574
H 2.506 -4.954 -0.403
H 4.221 -5.429 -2.118
C -2.494 3.845 -3.954
H 3.566 0.200 4.888
N -1.590 1.478 0.178
C -0.531 2.503 -2.396
C 1.296 -3.412 3.279
C 1.871 -3.795 4.474
C 5.292 0.613 0.985
C -2.238 -1.340 5.427
N -2.232 1.119 1.341
H 0.224 -3.310 3.186
H -1.708 -1.930 6.168
H 5.549 -0.426 0.790
O 0.396 1.946 -1.710
H -3.246 4.341 -4.557
C -2.799 3.380 -2.692
C -1.183 -3.189 -0.308
H 3.622 -0.920 -0.613
H -4.108 0.736 2.783
S 2.751 0.010 1.875
O -1.325 -1.086 -1.482
H 2.464 -0.040 -2.621
C 2.083 -3.179 2.149
C -2.167 -5.396 -0.059
C 3.470 -3.287 2.278
Gd 0.311 0.065 -0.477
H 4.720 0.985 0.136
H 4.302 1.773 2.517
C -3.577 -1.027 5.627

Values from the calculation:
Strongest force on any atom (eV Å⁻¹): 2.59
Relative energy (zero: lowest compared OMol25 entry of this formula, charge and spin) (kJ/mol): 0.0
Charge: -2
Orbital gap (alpha / beta) (eV): 3.7 / 3.7
<S²>: 15.9821
Spin multiplicity: 8
Electronic energy (eV): -92113.9204

Atom charges from the Löwdin analysis, given in e for atoms 1 to 4:
1. H 0.073
2. C -0.109
3. C -0.107
4. C -0.131

---

No. 3
C38H37BrIN2O7P | wB97M-V/def2-TZVPD

Element x y z (Å)
H -3.628 -1.600 -6.231
C -3.586 -2.386 -5.485
C 7.661 2.705 6.472
H 3.607 7.342 5.152
C 4.561 5.412 5.221
H -2.215 -1.315 -4.227
H -2.123 -3.098 -2.507
H 3.816 0.570 -1.753
C 2.314 4.484 3.862
C -1.250 2.561 -0.488
H -5.046 -2.212 1.048
H -8.111 -8.153 -7.426
H 0.119 0.192 2.510
C -3.991 -1.885 0.756
C -5.914 -5.961 -6.053
C 2.235 -0.823 -0.801
H -0.688 3.019 -1.359
O -5.255 -2.821 -7.682
C 0.933 -0.327 -0.005
H -1.315 0.682 0.677
P 1.331 0.352 1.734
H -6.575 -7.939 -5.506
C -7.527 -7.248 -7.301
C -2.235 0.352 -1.353
H -3.391 -2.838 0.599
N -0.980 3.261 0.803
C -4.263 -4.567 -4.696
O 5.422 1.923 4.993
C 6.683 3.602 6.044
C -6.893 -5.051 -8.064
C 4.453 4.060 4.891
C 5.762 5.920 5.922
H 3.308 1.106 -0.087
H 2.529 -1.850 -0.400
C -4.057 -1.046 -0.634
H -5.178 -0.868 -0.813
H 1.610 6.515 3.960
O -4.932 -6.726 -4.063
C 3.470 0.188 -0.734
C 4.725 -0.667 -0.167
C -5.204 -3.700 -6.840
H -1.833 -0.635 -1.746
C 3.535 6.293 4.886
H -3.704 -1.683 -1.501
C 8.908 4.525 7.445
Br 1.865 -1.123 -2.760
C 5.513 3.103 5.284
H 4.570 -0.945 0.931
C -1.071 0.955 -0.397
H -3.419 -5.178 -2.809
O -3.899 -0.011 2.439
C 2.411 5.828 4.213
C 3.332 3.599 4.200
H 8.044 6.479 7.243
H 9.526 2.465 7.510
C -4.332 -3.554 -5.652
O -3.410 0.235 -0.519
H 1.441 4.124 3.329
C -2.737 -3.229 -3.392
C -5.027 -5.824 -4.875
H -8.334 -6.297 -9.054
H 7.561 1.645 6.262
H 5.704 -0.098 -0.250
C 6.813 4.961 6.333
C -3.468 -4.399 -3.562
H 0.936 2.360 2.308
C -2.791 -2.226 -4.357
C 7.933 5.422 7.025
O 0.267 0.617 -0.842
C -6.019 -4.928 -6.985
C -3.397 -1.050 1.969
C -7.649 -6.207 -8.218
N 1.670 1.922 1.723
H 2.406 -0.432 2.286
H -2.449 -1.436 2.494
C -6.662 -7.127 -6.220
H -6.989 -4.245 -8.784
H 4.857 -1.651 -0.726
I -0.257 -2.172 0.347
H 9.776 4.885 7.987
H 3.248 2.553 3.928
H -2.425 1.112 -2.175
H -2.373 2.710 -0.706
H -1.735 2.954 1.443
O 5.882 7.109 6.162
H -1.169 4.262 0.638
C 8.769 3.166 7.174

Values from the calculation:
Strongest force on any atom (eV Å⁻¹): 3.55
Orbital gap (eV): 7.6
Spin multiplicity: 1
Electronic energy (eV): -144747.4113

Atom charges from the Löwdin analysis, given in e for atoms 1 to 4:
1. H 0.123
2. C 0.010
3. C 0.000
4. H 0.120